(1)
10
Properties=species:S:1:pos:R:3 method="wB97M-V/def2-TZVPD" relative_energy_kcal_mol=129.7 gap_ha=0.291
O -1.3330 1.3055 -0.3099
C -0.8387 0.0123 -0.1000
C 0.8336 -1.0140 0.3772
O 0.8391 0.4287 -0.2340
H -1.0625 1.5974 -1.1921
H -1.2758 -0.2974 0.8411
H -1.0116 -0.6551 -0.9362
H 1.2925 -0.9019 1.3682
H 1.5298 -1.5581 -0.2710
H 1.0266 1.0825 0.4568

(2)
27
Properties=species:S:1:pos:R:3 method="wB97M-V/def2-TZVPD" relative_energy_kcal_mol=8.8 gap_ha=0.326 smiles=Cc1c[nH]c2ccccc12.CC
C -2.9396 -0.6909 0.3878
C -2.5023 -0.0809 -0.9412
H -2.1891 -0.6105 1.1603
H -3.8250 -0.1724 0.7723
H -3.2181 -1.7296 0.2586
H -2.2755 -0.7928 -1.7493
H -1.6423 0.5910 -0.8991
H -3.3165 0.4475 -1.4530
C 1.6253 -2.1775 1.4085
C 0.9520 1.3397 0.3481
C 1.4202 0.0421 0.0441
C 1.3511 -0.7156 1.2889
C 0.8702 0.1244 2.2327
C 0.7850 2.2572 -0.6897
C 0.9549 1.7995 -1.9873
C 1.6321 -0.3795 -1.2640
C 1.4025 0.5161 -2.2971
N 0.6447 1.3885 1.6739
H 0.3897 2.1920 2.2237
H 0.3219 3.2214 -0.4802
H 0.5020 -0.0565 3.2371
H 0.6834 2.5192 -2.7474
H 1.9322 -1.3937 -1.4953
H 1.1239 -2.6278 2.2656
H 2.6836 -2.4157 1.4585
H 1.4265 0.1191 -3.3049
H 1.2072 -2.7142 0.5485

(3)
48
Properties=species:S:1:pos:R:3 method="wB97M-V/def2-TZVPD" relative_energy_kcal_mol=125.0 gap_ha=0.274
C 4.0301 -1.4068 1.8858
C 3.6646 -2.2650 0.6779
O 2.2684 -2.3754 0.4881
C 1.5738 -1.3523 -0.0659
C 2.1084 -0.1818 -0.5615
C 1.2914 0.8186 -1.1110
C -0.0763 0.5786 -1.2154
C -0.6257 -0.5972 -0.7395
C 0.1690 -1.5662 -0.1407
O -0.2500 -2.7392 0.3638
C -1.6391 -3.0508 0.4360
C -2.3000 -2.2857 1.5812
H -2.1352 -1.2155 1.4784
H -3.3695 -2.4718 1.5894
H -1.8750 -2.6069 2.5289
C -1.7029 -4.5688 0.6312
C -3.1143 -5.1272 0.5099
H -3.0893 -6.2118 0.5735
H -3.5561 -4.8511 -0.4451
H -3.7535 -4.7564 1.3064
H -1.2839 -4.8122 1.6083
H -1.0622 -5.0257 -0.1253
H -2.1245 -2.7982 -0.5179
H -1.6872 -0.7495 -0.8457
H -0.7147 1.2992 -1.7038
C 1.9058 2.0349 -1.6083
C 1.4040 3.2849 -1.6213
C 0.2110 3.7500 -0.9458
C -0.5566 4.8094 -1.3717
C -1.7327 5.2503 -0.6197
O -2.4263 6.2013 -0.8666
N -1.9948 4.4587 0.5015
C -1.2756 3.3883 0.9595
O -1.5729 2.7334 1.9247
N -0.1494 3.1155 0.2072
H 0.3983 2.3162 0.5033
H -2.8142 4.7180 1.0399
N -0.2862 5.5171 -2.5943
O 0.8710 5.7844 -2.8513
O -1.2311 5.7929 -3.2912
H 1.9429 4.0511 -2.1589
H 2.8838 1.8994 -2.0539
H 3.1700 0.0026 -0.5123
H 3.9928 -3.2943 0.8457
H 4.1527 -1.8928 -0.2316
H 3.6987 -0.3797 1.7547
H 3.5549 -1.8085 2.7769
H 5.1074 -1.4140 2.0265

(4)
87
Properties=species:S:1:pos:R:3 method="wB97M-V/def2-TZVPD" relative_energy_kcal_mol=0.0 gap_ha=0.152
Hg -1.7824 2.1145 -2.3066
C 0.3755 2.2764 -2.7150
C 1.2013 2.2137 -1.4633
C 0.8531 3.2163 -0.3428
C -0.1416 4.3468 -0.6680
C -1.4572 3.9638 -1.3315
C -1.7176 4.2109 -2.7124
C -0.5944 4.4666 -3.6958
C 0.6428 3.5581 -3.5115
C -2.2763 0.0933 -2.3085
H 0.5819 1.4045 -3.3523
H 2.2492 2.4446 -1.7597
H 1.8031 3.6923 -0.0008
H 0.4824 2.6958 0.5454
H -0.4386 4.8163 0.2950
H 0.3800 5.1359 -1.2420
H -2.3070 4.0429 -0.6426
H -2.6881 4.6614 -2.9452
H -0.2790 5.5264 -3.6377
H -0.9727 4.2976 -4.7256
H 0.9987 3.2912 -4.5211
H 1.4657 4.1492 -3.0689
H -2.0673 -0.3304 -3.3012
H -3.3389 -0.0167 -2.0637
H -1.6950 -0.4284 -1.5387
P 1.8612 0.4692 -0.6885
P -1.6563 -0.4891 2.0016
C 0.4258 -0.1277 0.2448
C -0.3210 0.4693 1.2282
C 3.3095 -0.0693 0.2663
C 4.2578 0.8460 0.7479
C 5.4386 0.3678 1.3283
C 5.6576 -1.0115 1.4441
C 4.7012 -1.9236 0.9941
C 3.5286 -1.4579 0.4012
C 2.2330 -0.3446 -2.2919
C 1.2083 -0.8705 -3.0894
C 1.5028 -1.4225 -4.3392
C 2.8237 -1.4449 -4.7935
C 3.8491 -0.8816 -4.0280
C 3.5593 -0.3621 -2.7676
C -1.7296 0.0108 3.7806
C -0.6500 -0.3035 4.6372
C -0.7882 -0.1929 6.0264
C -1.9991 0.2453 6.5788
C -3.0649 0.5909 5.7449
C -2.9348 0.4627 4.3591
C -3.0743 0.4656 1.3534
C -4.1386 -0.2407 0.7661
C -5.2165 0.4588 0.2274
C -5.2537 1.8594 0.3032
C -4.1869 2.5634 0.8804
C -3.1015 1.8656 1.4138
H 0.2795 -1.2150 0.0797
H -0.2350 1.5173 1.5982
H 4.0836 1.9195 0.6436
H 6.1958 1.0730 1.6691
H 6.6007 -1.3785 1.8588
H 4.8680 -3.0021 1.0801
H 2.7967 -2.1718 0.0056
H 0.1801 -0.9127 -2.7201
H 0.6940 -1.8481 -4.9367
H 3.0520 -1.9058 -5.7559
H 4.8712 -0.8470 -4.4200
H 4.3582 0.0187 -2.1278
H 0.2884 -0.6569 4.2015
H 0.0459 -0.4648 6.6807
H -2.1152 0.3006 7.6587
H -4.0114 0.9477 6.1634
H -3.7869 0.7018 3.7189
H -4.1041 -1.3334 0.7414
H -6.0357 -0.0779 -0.2541
H -6.1176 2.4036 -0.0756
H -4.2039 3.6547 0.9344
H -2.2921 2.4091 1.9040
Te 0.5821 -3.8750 -1.3488
C 0.1334 -5.2599 0.0942
C -0.9547 -6.1546 -0.0998
C -1.1734 -7.1573 0.8522
C -0.3345 -7.2684 1.9718
C 0.7280 -6.3734 2.1649
C 0.9795 -5.3570 1.2323
H -1.5533 -6.0329 -1.0000
H -2.0004 -7.8547 0.7153
H -0.5089 -8.0629 2.7014
H 1.3694 -6.4631 3.0432
H 1.8025 -4.6485 1.3098

(5)
43
Properties=species:S:1:pos:R:3 method="wB97M-V/def2-TZVPD" relative_energy_kcal_mol=78.4 gap_ha=0.309 smiles="COc1cccc(OCCOc2cccc(/C=N/n3cnnc3)c2)c1"
C -2.3790 -2.5944 1.3845
H -3.4079 -2.8516 1.1181
O -1.8338 -1.6619 0.4746
C -1.7535 -2.0241 -0.8407
C -1.2372 -1.0509 -1.6981
C -1.0753 -1.3161 -3.0487
C -1.4711 -2.5559 -3.5534
C -1.9995 -3.5038 -2.7052
C -2.1337 -3.2592 -1.3472
H -2.5361 -4.0278 -0.7087
H -2.3056 -4.4609 -3.0994
H -1.3569 -2.7436 -4.6082
O -0.5857 -0.4319 -3.9729
C 0.2812 0.5998 -3.5686
C 1.6949 0.0537 -3.2849
O 2.5763 1.0545 -2.8312
C 2.4745 1.5138 -1.5529
C 3.2648 2.6228 -1.2371
C 3.2322 3.1682 0.0324
C 2.4053 2.6400 1.0066
C 1.6163 1.5306 0.7057
C 1.6690 0.9619 -0.5686
H 1.0744 0.0834 -0.7600
C 0.6956 0.9617 1.6642
N 0.6101 1.4058 2.8555
N -0.3203 0.8851 3.6853
C -0.2373 0.8621 5.0498
N -1.2959 0.3095 5.5527
N -2.1181 -0.0143 4.5378
C -1.5390 0.3164 3.4261
H -1.9618 0.2159 2.4483
H 0.6056 1.2312 5.5943
H 0.0664 0.1416 1.3040
H 2.3517 3.0681 1.9939
H 3.8512 4.0233 0.2578
H 3.8945 3.0366 -2.0083
H 1.6366 -0.7875 -2.5826
H 2.1321 -0.3122 -4.2172
H 0.3223 1.2921 -4.4132
H -0.0975 1.1469 -2.6979
H -1.0024 -0.0893 -1.2708
H -1.7731 -3.5044 1.4293
H -2.3734 -2.1106 2.3602

(6)
57
Properties=species:S:1:pos:R:3 method="wB97M-V/def2-TZVPD" s_squared=0.766 relative_energy_kcal_mol=7.1 gap_ha="0.227 / 0.224" multiplicity=2 charge=-1
Hg -1.3818 -0.1897 -2.4385
C 2.6023 -0.5737 -1.4386
Sb 2.4494 -0.0871 0.6506
C 4.1930 -1.3056 1.1282
C 3.6510 1.7197 0.3274
C 3.4945 2.7090 1.4430
C 4.3201 2.6077 2.5636
C 4.1591 3.4255 3.6737
C 3.1396 4.3688 3.6694
C 2.3300 4.4990 2.5504
C 2.4856 3.6982 1.4115
C 1.5889 3.8895 0.2363
Sb -0.0231 2.2644 -0.0802
C -1.3083 3.8423 -0.7657
C -0.4776 2.4122 2.0085
H 3.5667 -0.2272 -1.8155
H 1.7931 -0.0826 -1.9793
H 2.5119 -1.6531 -1.5746
H 5.0445 -1.0269 0.5034
H 3.9512 -2.3588 0.9557
H 4.4635 -1.1784 2.1788
H 3.3145 2.1146 -0.6299
H 4.6835 1.3782 0.2359
H 5.1034 1.8537 2.5629
H 4.8172 3.3274 4.5286
H 2.9836 5.0063 4.5325
H 1.5480 5.2507 2.5442
H 2.1508 3.9217 -0.7027
H 1.0270 4.8208 0.3350
H -1.3613 4.6285 -0.0076
H -2.2956 3.4160 -0.9356
H -0.9232 4.2696 -1.6955
H -0.5086 3.4662 2.2956
H 0.2893 1.9081 2.5998
H -1.4468 1.9418 2.1706
F -1.9787 1.1067 -0.1403
C 0.8518 -4.8831 0.1127
C 0.0767 -3.7212 0.7189
C 0.5248 -3.4956 2.1511
O 0.4244 -2.5418 -0.0487
B -0.6273 -2.2213 -0.8596
O -1.7339 -2.9972 -0.6369
C -1.4772 -3.8394 0.5195
C -1.9724 -5.2373 0.1934
C -2.2851 -3.2615 1.6718
H 1.9186 -4.6646 0.1805
H 0.6002 -5.0091 -0.9413
H 0.6519 -5.8167 0.6428
H 1.6142 -3.4289 2.1740
H 0.2120 -4.3259 2.7893
H 0.1265 -2.5634 2.5473
H -1.5383 -5.6058 -0.7344
H -3.0549 -5.2008 0.0645
H -1.7422 -5.9332 1.0044
H -1.9827 -2.2361 1.8872
H -2.1814 -3.8683 2.5735
H -3.3358 -3.2439 1.3805

(7)
65
Properties=species:S:1:pos:R:3 method="wB97M-V/def2-TZVPD" relative_energy_kcal_mol=105.2 gap_ha=0.216
C 0.6616 3.2047 4.9392
C -0.0281 3.5344 3.6459
O 0.2566 2.4207 2.7762
C -0.3474 2.4960 1.5683
C 0.2918 1.7140 0.4963
C 0.2122 2.3011 -0.8951
C 1.2929 3.3452 -1.1316
C -1.1699 2.8810 -1.1988
C 1.5302 1.0814 0.9972
O 1.6899 0.4834 2.0517
O 2.4966 1.0735 0.0303
C 3.6910 0.3197 0.3576
C 4.6056 1.1101 1.2480
O -1.3449 3.2242 1.4392
H 0.6317 4.0685 5.6049
H 0.1582 2.3721 5.4393
H 1.7061 2.9246 4.7723
H -1.1103 3.6508 3.7805
H 0.3921 4.4501 3.2026
H 0.3567 1.4544 -1.5744
H 2.2687 2.8628 -1.0442
H 1.1831 3.7852 -2.1288
H 1.1985 4.1317 -0.3727
H -1.9231 2.0849 -1.2376
H -1.4519 3.5750 -0.3926
H -1.1477 3.4015 -2.1669
H 3.3746 -0.6030 0.8556
H 4.1500 0.0874 -0.6079
H 5.5288 0.5466 1.3921
H 4.8490 2.0834 0.8083
H 4.1293 1.2506 2.2235
C 0.6188 -1.2548 -5.4033
N -0.1121 -1.1064 -4.1590
C 0.3290 -0.4147 -3.0807
C -0.4371 -0.7702 -1.9376
C 0.0179 -0.5325 -0.6182
C -0.5045 -1.2191 0.5574
C -1.7518 -0.8822 1.1093
C -2.2450 -1.5902 2.2014
C -1.5147 -2.6487 2.7543
C -2.1122 -3.4680 3.8586
C -0.2358 -2.9301 2.2603
C 0.2681 -2.2192 1.1844
C -1.4924 -1.6620 -2.4285
C -2.4275 -2.4729 -1.7980
C -3.1009 -3.4498 -2.5459
C -2.8384 -3.6291 -3.9127
C -1.8935 -2.8244 -4.5681
C -1.2482 -1.8540 -3.8126
H -0.0799 -1.4714 -6.2157
H 1.1621 -0.3250 -5.5964
H 1.3490 -2.0796 -5.3484
H 1.2167 0.2101 -3.1222
H 1.0912 -0.3530 -0.6065
H -2.3046 -0.0523 0.6640
H -3.2163 -1.3308 2.6220
H -1.4088 -4.2361 4.1952
H -2.3830 -2.8416 4.7172
H -3.0298 -3.9693 3.5237
H 0.3579 -3.7218 2.7210
H 1.2589 -2.4419 0.7829
H -2.6164 -2.3343 -0.7362
H -3.8339 -4.0905 -2.0492
H -3.3643 -4.4067 -4.4681
H -1.6510 -2.9433 -5.6227